Entry 1:
{"formula": "C3H9NO2P", "method": "the ωB97M-V functional and the def2-TZVPD basis", "species": ["C", "C", "C", "N", "O", "O", "P", "H", "H", "H", "H", "H", "H", "H", "H", "H"], "positions_angstrom": [[1.04, -0.90, 0.50], [-0.53, 0.65, 1.51], [-1.02, -0.32, -0.75], [-0.01, 0.12, 0.23], [-0.44, -0.56, -1.96], [0.97, 1.65, -2.30], [0.64, 0.33, -2.91], [0.74, -1.59, 1.28], [1.33, -1.38, -0.36], [1.98, -0.52, 1.00], [-1.04, 1.46, 1.03], [-1.07, -0.06, 2.02], [0.23, 1.02, 2.15], [-1.55, -1.21, -0.33], [-1.75, 0.44, -0.92], [0.50, 0.87, -0.19]], "de_lowest_ev": 0.000, "e_homo_ev": -15.287, "smiles": "C[NH+](C)COP=O", "lumo_ev": -4.492, "homo_lumo_gap_ev": 10.80, "charge": 1}

Entry 2:
{"formula": "C3H9NO2S", "method": "the ωB97M-V functional and the def2-TZVPD basis", "species": ["C", "C", "S", "N", "C", "O", "H", "H", "H", "H", "H", "H", "H", "H", "H", "O"], "positions_angstrom": [[1.23, -0.03, -0.13], [2.55, -0.69, -0.63], [4.04, -0.12, 0.36], [0.01, -0.63, -0.56], [-1.18, 0.27, -0.27], [-2.41, -0.14, -0.68], [1.23, 0.96, -0.66], [1.36, 0.13, 0.96], [2.49, -1.78, -0.54], [2.55, -0.35, -1.68], [-0.11, -1.45, 0.04], [-1.06, 0.50, 0.81], [-0.88, 1.18, -0.83], [-3.38, 0.34, 0.68], [-2.79, 1.13, 1.52], [-3.65, 0.66, 1.61]], "de_lowest_ev": 1.756, "e_homo_ev": [-3.507, -3.506], "lumo_ev": [2.880, 0.455], "homo_lumo_gap_ev": [6.39, 3.96], "multiplicity": 2, "charge": -1, "s_squared": 0.753}

Entry 3:
{"formula": "C3H9NO2S", "method": "the ωB97M-V functional and the def2-TZVPD basis", "species": ["C", "C", "S", "N", "C", "O", "H", "H", "H", "H", "H", "H", "H", "H", "H", "O"], "positions_angstrom": [[0.51, 1.26, 0.03], [-0.47, 2.44, 0.02], [0.22, 4.14, 0.42], [0.13, 0.26, 1.08], [0.54, -1.11, 0.68], [0.02, -1.51, -0.53], [0.45, 0.68, -0.91], [1.51, 1.64, 0.22], [-1.31, 2.31, 0.68], [-0.78, 2.60, -1.00], [-0.87, 0.23, 0.90], [0.22, -1.74, 1.52], [1.64, -1.12, 0.60], [-0.42, -2.69, -0.67], [-0.77, -3.62, -1.97], [-0.62, -3.80, -1.03]], "de_lowest_ev": 0.572, "e_homo_ev": 0.305, "lumo_ev": 6.126, "homo_lumo_gap_ev": 5.82, "charge": -2}

Entry 4:
{"formula": "C3H9NO2S", "method": "the ωB97M-V functional and the def2-TZVPD basis", "species": ["C", "O", "C", "C", "S", "N", "H", "H", "H", "H", "H", "H", "H", "H", "H", "O"], "positions_angstrom": [[0.92, 0.63, -0.24], [0.23, 1.83, -0.07], [-0.04, -0.62, -0.07], [0.63, -2.03, -0.14], [2.46, -2.19, 0.24], [-0.73, -0.47, 1.24], [1.34, 0.65, -1.25], [1.73, 0.41, 0.48], [-0.64, -0.43, -0.96], [0.69, -2.34, -1.18], [0.00, -2.62, 0.52], [-0.03, 0.02, 1.81], [-1.39, 0.29, 1.05], [-0.94, 1.86, -0.45], [-2.10, 2.96, -0.27], [-2.13, 2.06, -0.69]], "de_lowest_ev": 0.998, "e_homo_ev": 0.683, "lumo_ev": 6.274, "homo_lumo_gap_ev": 5.59, "charge": -2}

Entry 5:
{"formula": "C3H9NO2S", "method": "the ωB97M-V functional and the def2-TZVPD basis", "species": ["O", "C", "C", "C", "S", "N", "H", "H", "H", "H", "H", "H", "H", "H", "H", "O"], "positions_angstrom": [[-1.20, 2.27, -2.39], [-1.50, 1.68, -1.32], [-0.36, 1.40, -0.31], [0.75, 0.80, -1.15], [2.37, 0.91, -0.06], [-0.56, 0.56, 0.85], [-2.59, 1.46, -1.08], [-0.18, 2.39, 0.09], [0.56, -0.31, -1.29], [1.04, 1.52, -1.96], [3.20, 1.31, -1.20], [-0.98, -0.31, 0.49], [0.34, 0.32, 1.26], [-1.05, -4.63, 2.27], [0.54, -4.78, 2.81], [-0.38, -4.60, 3.00]], "de_lowest_ev": 3.003, "e_homo_ev": -9.387, "smiles": "N[C@H](C=O)CS.O", "lumo_ev": 0.252, "homo_lumo_gap_ev": 9.64, "charge": 0}

Entry 6:
{"formula": "C3H9NO2S", "method": "the ωB97M-V functional and the def2-TZVPD basis", "species": ["C", "C", "S", "C", "N", "O", "H", "H", "H", "H", "H", "H", "H", "H", "H", "O"], "positions_angstrom": [[-0.59, -0.70, -0.77], [-1.19, -0.68, 0.67], [-2.56, 0.66, 0.85], [0.93, -0.46, -0.93], [1.72, -1.30, -0.24], [1.32, 0.47, -1.62], [-1.03, -1.55, -1.32], [-1.09, 0.17, -1.20], [-1.86, -1.55, 0.72], [-0.45, -0.53, 1.45], [-2.25, 1.96, 1.12], [1.47, -1.94, 0.49], [2.58, -0.76, -0.07], [1.28, 1.43, -0.14], [0.88, 2.86, 0.40], [0.84, 1.93, 0.58]], "de_lowest_ev": 1.738, "e_homo_ev": -9.037, "smiles": "NC(=O)CCS.O", "lumo_ev": 0.670, "homo_lumo_gap_ev": 9.71, "charge": 0}

Entry 7:
{"formula": "C3H9NO2S", "method": "the ωB97M-V functional and the def2-TZVPD basis", "species": ["C", "C", "C", "N", "O", "O", "S", "H", "H", "H", "H", "H", "H", "H", "H", "H"], "positions_angstrom": [[0.69, -1.65, -0.19], [0.76, 0.63, 0.69], [0.61, -0.80, 0.80], [1.20, 1.12, -0.65], [-2.19, -0.07, 1.05], [-1.47, 0.89, -1.12], [-2.06, -0.37, -0.31], [0.78, -2.69, 0.04], [-0.55, 1.01, -1.05], [0.80, -1.36, -1.25], [-0.24, 1.09, 0.85], [1.45, 1.01, 1.42], [0.39, -1.15, 1.87], [1.47, 1.99, -0.46], [1.94, 0.54, -1.04], [-3.58, -0.21, -0.65]], "de_lowest_ev": 4.222, "e_homo_ev": -8.881, "lumo_ev": 0.803, "homo_lumo_gap_ev": 9.68, "charge": 0}

Entry 8:
{"formula": "C3H9NO2S", "method": "the ωB97M-V functional and the def2-TZVPD basis", "species": ["C", "C", "C", "N", "O", "O", "S", "H", "H", "H", "H", "H", "H", "H", "H", "H"], "positions_angstrom": [[-0.37, 1.54, 0.46], [1.30, 1.02, 2.20], [-1.14, -2.08, -2.44], [0.16, 0.61, 1.38], [-0.27, -0.99, -2.05], [-0.01, -0.64, 1.27], [1.20, -1.20, -1.31], [-0.32, 1.24, -0.63], [-1.48, 1.67, 0.63], [0.35, 2.40, 0.62], [1.79, 1.95, 1.95], [0.80, 1.18, 3.24], [1.99, 0.23, 2.48], [-0.89, -2.31, -3.54], [-2.23, -1.78, -2.45], [-0.87, -2.84, -1.81]], "de_lowest_ev": 6.503, "e_homo_ev": [-7.877, -8.814], "lumo_ev": [-0.955, 0.669], "homo_lumo_gap_ev": [6.92, 9.48], "charge": 0}

Entry 9:
{"formula": "C3H9NO2V", "method": "the ωB97M-V functional and the def2-TZVPD basis", "species": ["V", "C", "H", "H", "H", "H", "H", "N", "C", "C", "O", "O", "H", "H", "H", "H"], "positions_angstrom": [[0.91, -0.17, 0.02], [1.84, -0.45, -2.02], [0.94, -1.08, -1.87], [1.76, 0.00, -3.02], [2.76, -1.04, -1.98], [1.97, 0.57, -1.24], [1.99, 1.05, -0.34], [-0.76, 0.95, 0.41], [-1.77, 0.27, 1.24], [-1.21, -1.08, 1.75], [-1.86, -1.58, 2.66], [-0.13, -1.54, 1.17], [-0.51, 1.80, 0.91], [-1.24, 1.33, -0.41], [-2.03, 0.89, 2.10], [-2.68, 0.09, 0.65]], "de_lowest_ev": 0.150, "e_homo_ev": [-7.978, -8.912], "lumo_ev": [0.184, -0.016], "homo_lumo_gap_ev": [8.16, 8.90], "multiplicity": 4, "charge": 0, "s_squared": 3.766}

Entry 10:
{"formula": "C3H9NO3", "method": "the ωB97M-V functional and the def2-TZVPD basis", "species": ["C", "N", "C", "C", "O", "O", "H", "H", "H", "H", "H", "H", "H", "H", "H", "O"], "positions_angstrom": [[-1.03, 0.58, -1.01], [-0.84, 0.16, 0.37], [-0.31, 1.05, 1.25], [0.60, 2.11, 0.97], [-0.42, -2.48, -0.82], [1.21, 2.36, -0.06], [-1.89, 1.24, -1.13], [-0.14, 1.07, -1.37], [-1.13, -0.33, -1.62], [-0.56, -0.82, 0.41], [-0.74, 1.01, 2.25], [0.75, 2.72, 1.89], [0.84, -2.11, -0.39], [-0.26, -3.42, -1.02], [2.21, -1.66, 0.54], [1.72, -1.47, -0.27]], "de_lowest_ev": 0.086, "e_homo_ev": [-4.140, -4.292], "lumo_ev": [4.001, 2.939], "homo_lumo_gap_ev": [8.14, 7.23], "multiplicity": 2, "charge": -1, "s_squared": 0.760}

Entry 11:
{"formula": "C3H9NO3", "method": "the ωB97M-V functional and the def2-TZVPD basis", "species": ["O", "C", "N", "C", "O", "C", "H", "H", "H", "H", "H", "H", "H", "H", "H", "O"], "positions_angstrom": [[2.59, 0.61, -0.70], [1.65, -0.08, -0.38], [1.08, -1.01, -1.28], [-0.39, -1.10, -1.56], [-1.09, 0.16, -1.79], [0.95, 0.11, 0.98], [1.68, -1.02, -2.14], [-0.90, -1.67, -0.77], [-0.49, -1.63, -2.55], [-0.74, 0.80, -1.12], [-0.12, 0.34, 0.86], [1.28, 0.92, 1.69], [1.46, -0.79, 1.55], [-2.94, 1.93, 2.36], [-1.79, 1.06, 2.82], [-2.23, 1.37, 2.02]], "de_lowest_ev": 1.902, "e_homo_ev": -9.733, "smiles": "CC(=O)NCO.O", "lumo_ev": 0.516, "homo_lumo_gap_ev": 10.25, "charge": 0}

Entry 12:
{"formula": "C3H9NO3", "method": "the ωB97M-V functional and the def2-TZVPD basis", "species": ["O", "C", "C", "N", "C", "O", "H", "H", "H", "H", "H", "H", "H", "H", "H", "O"], "positions_angstrom": [[-1.48, -0.32, -0.65], [-0.77, -0.59, -1.58], [0.71, -0.42, -1.76], [1.55, 0.14, -0.69], [1.18, 0.04, 0.67], [0.75, 1.30, 1.17], [-1.25, -1.10, -2.44], [0.95, 0.07, -2.70], [1.11, -1.44, -1.89], [2.12, 0.92, -0.92], [0.41, -0.69, 0.89], [2.05, -0.29, 1.27], [-0.13, 1.33, 1.48], [-2.07, -0.35, 2.17], [-2.37, 1.13, 2.42], [-2.74, 0.27, 2.56]], "de_lowest_ev": 2.448, "e_homo_ev": -9.150, "smiles": "O=CCNCO.O", "lumo_ev": 0.709, "homo_lumo_gap_ev": 9.86, "charge": 0}